No. 1
The following is a quantum chemistry calculation of a single C3H3NO3 molecule at a distorted geometry, from the OMol25 dataset.

```
10
Properties=species:S:1:pos:R:3:lowdin_charge:R:1
H -1.07 2.01 -0.89 0.1915
H 0.07 0.43 2.31 0.1099
C -0.46 0.79 0.41 -0.3665
H 0.82 -1.60 -2.06 0.2420
N -0.14 0.11 -0.70 0.1836
O -0.62 2.17 0.11 -0.0134
O 0.54 -0.96 0.92 0.1610
O 0.62 -2.02 -1.08 0.1635
C -0.05 0.09 1.38 -0.1219
C 0.30 -1.02 -0.39 -0.5497
```

Values from the calculation:
- LUMO energy: 0.012 Eh
- Energy: -10789.1328 eV
- Energy above the lowest of the compared OMol25 structures with the same formula, charge and spin: 344.2 kJ/mol
- Charge: 0
- SMILES: Oc1coc(O)n1
- Frontier orbital gap: 9.154 eV
- HOMO level: -8.818 eV


No. 2
The following is a quantum chemistry calculation of C4H12B2MnO3 as an isolated structure at a distorted geometry, from the OMol25 dataset.

```
22
Properties=species:S:1:pos:R:3:lowdin_charge:R:1
H -2.74 -0.40 -2.23 0.1035
B -3.32 0.26 -0.43 -0.6320
H -4.36 -0.96 0.77 0.1153
O 0.33 1.15 0.32 -0.0031
H 2.71 0.68 -0.55 0.0742
Mn 3.74 -0.25 -1.62 1.5169
H 3.27 -1.70 1.36 0.1436
H -2.78 1.74 1.06 0.1335
H -1.02 2.29 -0.97 0.1070
O -3.16 0.34 -1.80 0.1560
H 4.23 -1.28 -0.03 0.0867
H 2.62 -2.09 -0.21 0.1200
C 3.16 -1.31 0.34 -0.0817
H -2.02 0.18 1.36 0.1037
H 0.60 -0.60 -0.73 0.1481
O -4.45 -0.31 0.07 0.1978
H 0.57 -0.79 1.03 0.1672
C -2.24 0.91 0.58 0.0001
C 2.38 0.05 0.34 -0.1923
H 2.64 0.66 1.20 0.1632
B -0.99 1.50 -0.08 -0.1936
C 0.86 -0.11 0.22 -0.2340
```

Values from the calculation:
- LUMO energy (alpha / beta): -0.453 / -0.461 Eh
- <S²>: 8.754
- Energy: -43138.7748 eV
- Spin multiplicity: 6
- Charge: +2
- Frontier orbital gap (alpha / beta): 3.172 / 2.942 eV
- HOMO level (alpha / beta): -15.493 / -15.482 eV


No. 3
The following is a quantum chemistry calculation of C32H57CuN4OP2S as an isolated structure at a distorted geometry, from the OMol25 dataset.

```
98
Properties=species:S:1:pos:R:3:lowdin_charge:R:1
H 4.17 2.93 1.41 0.1526
H -2.52 -0.97 -4.57 0.1044
C -3.41 -2.29 -3.06 -0.0598
H 3.63 3.03 -2.37 0.0933
H -4.03 -3.38 -1.26 0.1173
C -4.52 -0.96 2.54 -0.0818
C -3.35 -2.66 -1.73 -0.0403
C 0.80 -3.37 0.53 -0.0427
H 0.83 -1.57 4.34 0.0996
H -0.87 -3.36 2.82 0.0381
C -2.63 -1.85 0.52 -0.3181
C 1.21 -5.50 1.64 -0.0326
H -4.45 -1.91 2.01 0.0594
C 1.03 3.06 -2.09 -0.0892
H -0.85 1.14 -3.36 0.0946
C 3.22 4.79 2.13 -0.1233
C -1.21 -5.01 0.84 -0.0383
H -1.82 -4.51 0.08 0.0682
H -5.58 -0.65 2.47 0.0993
H -2.66 -0.60 4.77 0.0658
H -4.55 1.89 2.64 0.0879
C 1.83 1.90 -2.72 -0.6568
H 1.45 4.01 -2.46 0.0941
H 3.29 -1.85 -4.55 0.0960
H 2.76 -1.89 -0.87 0.0452
H 0.81 2.05 -4.66 0.0813
H -0.37 -4.71 -1.48 0.0908
H 1.09 3.07 -0.99 0.0512
H 3.97 1.34 -2.75 0.0691
H 0.89 -1.77 2.57 0.0366
C -4.24 0.48 0.48 -0.0817
H -4.61 -0.42 -0.03 0.0778
H 1.84 -3.32 -3.36 0.0969
C 3.19 -1.53 -1.81 -0.0921
H -3.08 -2.74 0.96 0.0518
H 0.66 -2.72 -2.18 0.0414
N 0.75 -2.21 0.32 0.1791
C -2.52 -1.30 -3.54 -0.0562
N 1.18 3.65 2.09 0.0446
H 1.40 -4.87 -1.39 0.0855
H 0.81 -6.46 2.00 0.0937
H 0.19 3.46 1.99 0.1267
Cu 0.02 -0.48 -0.30 -0.0027
O -0.74 2.23 0.71 -0.0425
H -0.20 -0.20 -4.30 0.0922
H -2.82 2.09 2.25 0.0683
H 3.58 -0.16 -4.11 0.0681
H 3.63 5.45 1.36 0.1244
H 2.21 -5.68 1.22 0.0891
H -1.06 -0.82 5.48 0.0949
H 3.76 4.94 3.07 0.1243
H 2.46 1.41 -4.76 0.0553
H -4.11 -2.76 -3.76 0.1127
C -2.50 -1.88 -0.89 -0.3629
H 1.46 5.29 3.34 0.1256
H 0.32 -6.28 -1.12 0.1002
P -1.89 -0.64 1.60 1.2035
H -2.53 -2.96 3.37 0.0819
C -3.56 1.40 2.69 -0.1003
H -3.49 0.96 -0.17 0.0831
H -1.16 -3.12 4.52 0.1022
C 0.32 -4.82 0.55 -0.5035
H -0.03 3.03 -2.38 0.0845
H 3.36 1.79 -1.13 0.0389
P 1.06 0.23 -2.21 1.1265
C 3.28 2.00 -2.21 -0.0967
H 3.87 -2.30 -2.21 0.0938
C 1.21 -2.45 -3.09 -0.0888
C -1.09 -1.28 3.37 -0.5916
H -1.48 -6.08 0.79 0.1058
N -1.51 -1.08 -1.42 0.0234
H -4.27 -1.14 3.60 0.0704
C -1.53 -0.78 -2.71 -0.3517
C -1.45 -2.76 3.52 -0.1012
H 0.51 -2.28 -3.92 0.0874
H -3.33 1.22 3.74 0.0573
H 3.81 -0.65 -1.60 0.0686
H 2.07 -0.64 -4.98 0.0826
H -1.55 -4.66 1.82 0.0568
C 0.46 -5.21 -0.93 -0.0487
C -1.59 -0.47 4.57 -0.1001
C -0.23 1.16 0.65 -0.4573
H -1.36 0.60 4.46 0.0814
C -3.65 0.12 1.86 -0.6447
S 1.91 1.13 1.28 0.8312
C 2.13 2.77 1.69 -0.6938
C -0.45 0.12 -3.27 -0.2477
C 1.82 2.11 -4.24 -0.0887
H 1.35 -4.81 2.51 0.0914
C 1.72 4.97 2.33 -0.1248
C 2.80 -0.92 -4.20 -0.0958
C 2.11 -1.23 -2.86 -0.6546
H -5.09 1.17 0.59 0.0910
H 0.80 -0.15 3.28 0.0252
H 1.30 5.69 1.61 0.1279
N 3.32 3.40 1.71 0.0292
C 0.44 -1.18 3.38 -0.1257
H 2.21 3.12 -4.44 0.0951
```

Values from the calculation:
- LUMO energy (alpha / beta): -0.065 / -0.139 Eh
- <S²>: 0.764
- Energy: -116162.3527 eV
- Spin multiplicity: 2
- Charge: +1
- Frontier orbital gap (alpha / beta): 6.783 / 4.686 eV
- HOMO level (alpha / beta): -8.559 / -8.456 eV


No. 4
The following is a quantum chemistry calculation of a 2-piece molecular cluster, C9H12N4O2 overall at a distorted geometry, from the OMol25 dataset.

```
27
Properties=species:S:1:pos:R:3:lowdin_charge:R:1
H 2.57 -1.93 0.71 0.1355
N -3.14 0.42 1.34 -0.3329
N 2.13 1.46 -2.91 0.1244
H 1.30 -2.60 1.83 0.1533
C -1.89 -1.48 2.39 0.1243
C 0.36 -0.85 0.66 -0.2054
H 3.03 1.88 -3.23 0.1544
O -2.92 1.38 0.63 0.0601
N 2.41 -1.53 -0.22 0.1468
C 1.29 2.26 -2.26 -0.1412
H 1.73 3.25 -1.92 0.1919
H -1.64 2.49 -0.74 0.1132
H -0.44 -2.99 3.27 0.1438
C -1.92 -0.44 1.42 -0.0620
C -0.68 -2.21 2.52 -0.0110
H 3.30 -1.55 -0.70 0.1661
C 1.46 -0.47 -0.20 0.1009
C -0.87 -0.18 0.53 0.0656
H -1.29 2.98 -2.33 0.1531
N -0.95 2.55 -1.48 0.2160
H -2.79 -1.54 2.96 0.1328
H 1.79 -2.23 -0.74 0.2193
O -4.16 0.10 1.86 0.1829
C 0.20 1.97 -1.54 -0.0257
H 1.79 0.61 -3.42 0.1474
H -1.05 0.55 -0.17 0.0502
C 0.37 -1.89 1.70 -0.0038
```

Values from the calculation:
- LUMO energy: -0.334 Eh
- Energy: -19557.7602 eV
- Energy above the lowest of the compared OMol25 structures with the same formula, charge and spin: 167.4 kJ/mol
- Charge: +2
- Frontier orbital gap: 7.404 eV
- HOMO level: -16.489 eV


No. 5
The following is a quantum chemistry calculation of C58H45N14STi as an isolated structure at a distorted geometry, from the OMol25 dataset.

```
119
Properties=species:S:1:pos:R:3:lowdin_charge:R:1
N 2.93 0.42 -3.02 0.1236
C -0.36 -3.60 2.03 -0.1074
N 3.01 0.93 -0.18 0.0824
N 6.96 -3.37 3.85 0.0879
N 4.73 -1.35 -4.22 0.1152
C -4.56 2.76 0.15 -0.0236
N -0.78 2.96 -2.83 0.1129
C -0.87 -0.81 -2.98 -0.0760
H 0.66 -6.81 1.70 0.1109
H -4.77 -0.87 1.01 0.0866
C -4.66 -1.16 2.06 -0.1516
H -1.18 1.66 6.29 0.1160
N -3.99 -1.76 -3.15 0.1478
H 0.97 5.62 2.93 0.1283
H 1.34 -1.87 -0.83 0.0931
H -2.23 3.57 5.09 0.1206
H 0.53 4.89 0.56 0.1387
C 0.70 -1.87 -1.69 -0.1567
C -3.14 2.84 -1.82 -0.0053
H 1.82 5.48 -5.44 0.1475
C -1.70 2.81 4.52 -0.0667
N -0.03 -0.77 -1.94 0.0468
C 3.76 -0.32 -2.24 -0.1836
H 7.13 -1.76 5.21 0.1253
C 4.65 -1.19 -2.90 -0.0613
C -0.04 -2.99 -3.63 0.0116
H -2.61 -2.99 4.08 0.1019
H -6.36 1.23 -3.34 0.1105
H 6.74 -4.78 2.35 0.1261
C 1.74 4.74 -4.59 -0.0316
C -2.86 -1.17 -5.22 -0.0152
H 1.46 -3.81 -2.29 0.1264
H -4.51 1.04 -5.00 0.1164
H 0.57 0.28 2.61 0.0996
C -1.69 -1.84 -5.12 -0.0380
C 6.73 -2.10 4.24 -0.0956
H -4.02 -2.00 5.75 0.1073
H 0.45 0.28 5.17 0.1182
C 0.75 -2.99 -2.50 -0.0449
H -0.07 -2.64 2.41 0.0869
C -3.82 -0.84 -4.13 -0.2940
C -0.09 0.98 3.13 -0.0310
N -1.05 1.80 1.07 -0.0899
C -3.42 -2.35 3.77 -0.0738
H 1.52 -4.62 2.41 0.1042
C 6.01 -1.20 3.46 -0.0158
C -5.55 -0.69 3.01 -0.1006
H -3.17 -5.11 0.83 0.1102
H -2.16 3.66 2.61 0.1244
N 1.74 3.11 0.80 0.0035
C 1.40 4.72 2.51 -0.0845
H 3.84 0.46 3.07 0.1180
S -2.58 -2.38 1.03 0.9809
C 2.79 4.64 -3.68 -0.0217
H -5.58 2.79 0.58 0.1356
C -1.66 -3.74 1.52 -0.5830
H 3.37 3.62 -1.88 0.1209
H -0.22 4.05 -5.18 0.1355
C 2.77 2.95 2.94 -0.0221
H 3.71 5.19 -3.80 0.1191
C -4.65 0.28 -4.24 -0.0185
C 5.50 -1.61 2.24 -0.1770
C -0.16 0.94 4.53 -0.0584
C 3.84 -0.66 -4.96 -0.0865
H -3.60 2.23 2.03 0.1142
C -0.88 -1.86 -3.92 -0.1850
C -4.24 -1.76 4.72 -0.0812
C 0.42 3.29 -3.26 -0.3505
C -2.14 -5.02 1.17 -0.0770
H -1.23 -2.23 -6.01 0.1138
C 5.76 -2.91 1.84 -0.0067
H -0.57 0.11 0.07 0.0658
H 2.27 0.78 -4.97 0.1197
N 1.48 3.06 -2.44 -0.0181
H -2.94 3.10 -2.85 0.1064
C -4.39 2.98 -1.24 -0.0522
C -5.32 -0.94 4.35 -0.0834
H -0.01 -3.80 -4.38 0.1333
N -0.78 2.48 -1.57 -0.0023
N -0.15 0.99 0.39 -0.0890
H -1.53 0.05 -3.10 0.1074
C 3.74 -0.10 -0.76 -0.1642
C 0.59 4.03 -4.44 0.0286
N 2.21 4.09 3.35 0.1481
C 4.48 -0.91 0.04 0.0489
C 2.58 3.80 -2.61 -0.1127
C -0.01 -5.95 1.71 -0.0946
H -6.01 -0.52 5.11 0.1136
C -4.98 -1.51 -2.29 -0.1852
H 3.83 -0.87 -6.04 0.1281
C 0.49 -4.71 2.07 -0.0868
C -1.32 -6.13 1.32 -0.0712
C -0.96 1.84 2.45 -0.2281
C -1.08 1.76 5.21 -0.0657
Ti 1.07 1.92 -0.72 1.0559
H 5.43 -3.24 0.86 0.1123
C 3.15 1.18 1.18 -0.1747
C -3.60 -2.01 2.42 -0.4991
H 3.36 2.44 3.67 0.1214
C 2.99 0.22 -4.35 -0.1038
C -5.67 0.39 -3.31 -0.1401
H 5.85 -0.19 3.82 0.1145
C -3.49 2.41 0.96 -0.0020
H -5.23 3.38 -1.79 0.1121
H -6.45 -0.16 2.69 0.1125
H -1.70 -7.15 1.13 0.1226
C -2.05 2.42 -1.04 -0.1947
C 2.51 2.39 1.69 -0.1794
H 5.32 -1.84 -2.32 0.1186
N -5.86 -0.50 -2.34 0.0847
C -2.21 2.18 0.36 -0.0853
H 5.12 -1.68 -0.39 0.1059
C 1.16 4.29 1.22 -0.0329
C 6.51 -3.75 2.67 -0.1191
C -1.62 2.86 3.15 -0.0577
H -3.24 -0.81 -6.17 0.1182
H -5.17 -2.29 -1.51 0.1187
C 4.62 -0.74 1.43 -0.0848
C 3.89 0.32 2.00 0.0758
```

Values from the calculation:
- LUMO energy (alpha / beta): -0.257 / -0.262 Eh
- <S²>: 0.934
- Energy: -115673.6183 eV
- Energy above the lowest of the compared OMol25 structures with the same formula, charge and spin: 0.0 kJ/mol
- Spin multiplicity: 2
- Charge: +2
- Frontier orbital gap (alpha / beta): 4.593 / 4.467 eV
- HOMO level (alpha / beta): -11.598 / -11.598 eV


No. 6
The following is a quantum chemistry calculation of a 9-piece molecular cluster, C9H36O9 overall at a distorted geometry, from the OMol25 dataset.

```
54
Properties=species:S:1:pos:R:3:lowdin_charge:R:1
H 2.00 2.08 6.10 0.0270
H -6.13 0.56 0.63 0.0278
C 4.33 -6.32 -1.72 -0.0439
H 5.29 -6.09 -2.18 0.0825
H -6.17 -0.72 6.22 0.0271
H 4.84 -4.55 0.83 0.0991
H -6.92 -1.98 6.61 0.0275
C 2.20 6.47 0.46 -0.0617
H 3.06 -3.73 -2.04 0.0666
C 1.81 6.88 -0.95 -0.4832
H 3.26 6.20 0.48 0.0745
H -4.81 -2.47 -5.81 0.0718
H 3.18 5.81 -1.86 0.0836
H 3.12 -3.33 -0.30 0.0687
H -1.10 2.21 0.01 0.0748
O 5.10 -5.11 0.09 -0.0475
H 2.37 7.79 -1.18 0.1194
H 0.10 -4.03 6.38 0.0773
H -2.58 -3.85 6.09 0.0685
O -1.86 -4.40 6.43 -0.1186
C -3.93 -2.80 -6.36 -0.1766
H 0.24 8.13 -1.63 0.0672
C 0.24 7.12 -1.22 -0.0223
H 1.03 2.35 -6.35 0.0277
C 3.63 -3.84 -1.12 -0.0507
C -0.78 -3.75 5.81 -0.1822
O -4.05 -2.72 -7.77 -0.1135
H -0.28 6.97 -0.27 0.0624
H 3.21 -5.64 0.05 0.1304
C 3.98 -5.29 -0.64 -0.5269
H -3.02 -2.34 -5.98 0.0731
H 4.47 -3.19 -1.35 0.0744
O -1.17 0.82 1.44 -0.1136
H -4.04 -1.79 -8.03 0.0726
H 4.42 -7.31 -1.27 0.0735
H -3.81 -3.82 -5.99 0.0726
H 3.57 -6.45 -2.49 0.0738
H -2.12 0.93 1.44 0.0742
O -6.04 -1.65 6.41 -0.0543
O -6.09 1.05 1.46 -0.0553
H 0.67 3.30 -5.22 0.0270
O 1.97 1.28 5.59 -0.0547
H 0.30 1.03 -0.08 0.0827
H 1.57 5.65 0.81 0.0801
O 2.23 5.93 -1.89 -0.0668
H -0.65 -3.94 4.75 0.0783
H -0.90 -2.69 6.07 0.0765
H 2.10 7.34 1.11 0.0785
H 1.07 1.23 5.28 0.0272
H -1.27 0.66 -0.63 0.0687
O 0.30 2.83 -5.97 -0.0549
C -0.75 1.19 0.16 -0.1869
H -0.29 6.42 -1.86 0.0686
H -6.90 1.57 1.46 0.0281
```

Values from the calculation:
- LUMO energy: 0.012 Eh
- Energy: -28340.8642 eV
- Energy above the lowest of the compared OMol25 structures with the same formula, charge and spin: 428.6 kJ/mol
- Charge: 0
- SMILES: CC(C)O.CC(C)O.CO.CO.CO.O.O.O.O
- Frontier orbital gap: 10.226 eV
- HOMO level: -9.912 eV